A 2-piece molecular cluster, C17H25N3O3S2 overall, computed with ωB97M-V with the def2-TZVPD basis set.

Results
Lowest unoccupied orbital energy   0.4 eV
Orbital gap   8.56 eV
Calculated total energy   -1849.2159 Eh
Structure (SMILES)   CNC(=O)[C@H](CCSC)NC(C)=O.Cc1ccc2c(c1)SCC(=O)N2
Energy relative to the best compared isomer or geometry (same formula, charge and spin)   0.0 kJ/mol
Net charge   0

CARTESIAN COORDINATES (ANGSTROEM)
1 C -2.279 -6.231 0.995
2 N -1.367 -5.206 0.490
3 C -0.917 -4.166 1.203
4 O -1.243 -4.007 2.376
5 C 0.033 -3.160 0.506
6 C 0.007 -1.751 1.143
7 C 1.353 -1.024 0.997
8 S 1.299 0.618 0.230
9 C 1.278 0.149 -1.517
10 N -0.155 -3.025 -0.952
11 C 0.206 -3.923 -1.867
12 C -0.012 -3.547 -3.313
13 O 0.670 -5.016 -1.578
14 H -1.923 -6.599 1.959
15 H -2.332 -7.063 0.293
16 H -3.274 -5.804 1.129
17 H -0.965 -5.335 -0.430
18 H 1.027 -3.578 0.672
19 H -0.794 -1.158 0.699
20 H -0.191 -1.820 2.213
21 H 1.774 -0.905 1.996
22 H 2.053 -1.640 0.431
23 H 0.334 -0.338 -1.755
24 H 2.106 -0.529 -1.725
25 H 1.389 1.042 -2.132
26 H -0.566 -2.167 -1.282
27 H -1.072 -3.373 -3.487
28 H 0.330 -4.366 -3.945
29 H 0.558 -2.649 -3.545
30 C 2.730 4.660 2.787
31 C 1.495 4.496 1.942
32 C 0.226 4.514 2.529
33 C -0.919 4.375 1.738
34 C -0.814 4.214 0.353
35 C 0.461 4.192 -0.246
36 C 1.601 4.337 0.555
37 S 0.687 4.023 -1.992
38 C -0.859 3.133 -2.433
39 C -2.057 3.698 -1.696
40 O -3.161 3.690 -2.215
41 N -1.990 4.105 -0.388
42 H 3.553 4.062 2.384
43 H 2.542 4.334 3.815
44 H 3.035 5.711 2.804
45 H 0.126 4.641 3.603
46 H -1.895 4.393 2.213
47 H 2.580 4.324 0.087
48 H -1.032 3.202 -3.510
49 H -0.766 2.081 -2.163
50 H -2.872 4.384 0.027

A single C17H25N5O2 molecule, computed with ωB97M-V with the def2-TZVPD basis set.

Results
Lowest unoccupied orbital energy   0.7 eV
Orbital gap   9.36 eV
Calculated total energy   -1087.1150 Eh
Structure (SMILES)   CC(=O)CC(=O)N/C(=N/C1CCCCC1)Nc1nc(C)cc(C)n1
Energy relative to the best compared isomer or geometry (same formula, charge and spin)   0.0 kJ/mol
Net charge   0

CARTESIAN COORDINATES (ANGSTROEM)
1 C -3.133 -2.866 -1.768
2 C -1.980 -2.162 -1.101
3 O -1.255 -1.397 -1.685
4 C -1.822 -2.500 0.368
5 C -0.354 -2.553 0.732
6 O 0.240 -3.593 0.910
7 N 0.301 -1.359 0.792
8 C -0.184 -0.077 0.642
9 N -1.390 0.209 0.894
10 C -1.963 1.519 0.723
11 C -3.221 1.586 1.603
12 C -4.213 2.602 1.050
13 C -4.765 2.134 -0.302
14 C -3.737 1.285 -1.058
15 C -2.320 1.758 -0.761
16 N 0.785 0.852 0.256
17 C 2.131 0.719 0.085
18 N 2.747 1.821 -0.345
19 C 4.057 1.756 -0.528
20 C 4.740 2.992 -1.013
21 C 4.764 0.580 -0.278
22 C 4.044 -0.516 0.177
23 C 4.687 -1.824 0.499
24 N 2.730 -0.436 0.360
25 H -4.033 -2.773 -1.165
26 H -2.892 -3.924 -1.857
27 H -3.303 -2.455 -2.760
28 H -2.273 -1.678 0.930
29 H -2.293 -3.453 0.604
30 H 1.331 -1.401 0.792
31 H -1.269 2.312 1.051
32 H -3.682 0.598 1.629
33 H -2.936 1.844 2.624
34 H -5.032 2.747 1.757
35 H -3.706 3.562 0.937
36 H -5.672 1.546 -0.149
37 H -5.039 3.005 -0.900
38 H -3.818 0.239 -0.761
39 H -3.928 1.337 -2.131
40 H -2.236 2.821 -0.996
41 H -1.615 1.210 -1.388
42 H 0.448 1.778 0.032
43 H 5.214 2.803 -1.974
44 H 5.513 3.294 -0.309
45 H 4.014 3.793 -1.120
46 H 5.829 0.526 -0.432
47 H 5.213 -1.748 1.450
48 H 3.930 -2.599 0.581
49 H 5.410 -2.092 -0.268

A 9-piece molecular cluster, C17H25N8O3 overall, computed with ωB97M-V with the def2-TZVPD basis set.

Results
<S²>   0.76
Lowest unoccupied orbital energy (spin up / spin down)   -0.8 / -6.1 eV
Orbital gap (spin up / spin down)   11.41 / 6.04 eV
Calculated total energy   -1326.3176 Eh
Spin multiplicity   2
Net charge   0

CARTESIAN COORDINATES (ANGSTROEM)
1 O -28.662 -23.493 13.662
2 C -29.188 -22.494 14.292
3 O -28.382 -21.815 14.991
4 O -30.427 -22.197 14.278
5 H -27.909 -23.221 14.191
6 C -31.205 -25.440 12.269
7 C -30.318 -25.216 11.101
8 N -29.608 -25.070 10.133
9 H -31.375 -26.498 12.465
10 H -32.163 -24.972 12.043
11 H -30.894 -24.954 13.194
12 C -33.096 -23.862 14.740
13 C -33.973 -24.675 15.704
14 N -34.626 -25.237 16.427
15 H -33.157 -22.777 14.826
16 H -33.389 -24.058 13.709
17 H -32.082 -24.234 14.889
18 C -30.147 -21.731 10.973
19 C -29.868 -20.680 10.000
20 N -29.640 -19.802 9.265
21 H -29.414 -22.520 10.805
22 H -31.154 -22.099 10.775
23 H -30.209 -21.261 11.955
24 C -31.096 -21.180 17.378
25 C -32.351 -21.172 18.035
26 N -33.378 -21.227 18.559
27 H -31.199 -20.732 16.389
28 H -30.682 -22.185 17.297
29 H -30.326 -20.693 17.975
30 C -27.596 -19.548 17.366
31 C -27.989 -19.561 18.761
32 N -28.360 -19.567 19.863
33 H -26.904 -20.364 17.157
34 H -27.127 -18.593 17.128
35 H -28.528 -19.800 16.860
36 C -26.355 -23.379 11.354
37 C -25.710 -24.643 11.784
38 N -25.255 -25.656 12.053
39 H -26.248 -23.307 10.272
40 H -25.819 -22.579 11.863
41 H -27.387 -23.395 11.706
42 C -26.735 -24.590 16.155
43 C -25.593 -25.077 16.983
44 N -24.694 -25.482 17.574
45 H -26.257 -24.223 15.247
46 H -27.257 -23.758 16.628
47 H -27.482 -25.337 15.886
48 C -25.929 -20.241 13.990
49 C -24.667 -20.757 13.398
50 N -23.663 -21.151 12.911
51 H -26.200 -20.660 14.959
52 H -26.833 -20.338 13.388
53 H -25.818 -19.173 14.181

A single C17H25NO3 molecule, computed with ωB97M-V with the def2-TZVPD basis set.

Results
Lowest unoccupied orbital energy   0.7 eV
Orbital gap   9.08 eV
Calculated total energy   -943.2789 Eh
Structure (SMILES)   CCOC(=O)[C@]1(Cc2ccccc2)CCCN(CCO)C1
Energy relative to the best compared isomer or geometry (same formula, charge and spin)   119.7 kJ/mol
Net charge   0

CARTESIAN COORDINATES (ANGSTROEM)
1 C 0.495 -1.022 4.844
2 C -0.319 -1.420 3.628
3 O 0.218 -0.747 2.486
4 C -0.420 -0.936 1.332
5 O -1.390 -1.644 1.229
6 C 0.259 -0.197 0.184
7 C 1.585 -0.954 -0.081
8 C 2.371 -0.391 -1.230
9 C 2.181 -0.868 -2.522
10 C 2.890 -0.335 -3.584
11 C 3.805 0.681 -3.369
12 C 4.014 1.153 -2.084
13 C 3.303 0.619 -1.024
14 C 0.503 1.264 0.574
15 C -0.832 1.965 0.807
16 C -1.729 1.810 -0.418
17 N -1.920 0.405 -0.702
18 C -3.031 0.125 -1.595
19 C -4.257 -0.255 -0.755
20 O -4.080 -1.481 -0.103
21 C -0.670 -0.238 -1.036
22 H 0.445 0.053 4.994
23 H 0.103 -1.522 5.725
24 H 1.536 -1.305 4.708
25 H -1.372 -1.138 3.740
26 H -0.275 -2.500 3.452
27 H 2.183 -0.908 0.831
28 H 1.344 -2.001 -0.283
29 H 1.475 -1.667 -2.696
30 H 2.730 -0.717 -4.582
31 H 4.359 1.098 -4.197
32 H 4.734 1.938 -1.907
33 H 3.480 0.984 -0.023
34 H 1.036 1.760 -0.240
35 H 1.118 1.312 1.474
36 H -0.670 3.025 1.013
37 H -1.335 1.521 1.668
38 H -1.272 2.337 -1.278
39 H -2.704 2.261 -0.222
40 H -3.266 0.983 -2.241
41 H -2.783 -0.724 -2.236
42 H -4.456 0.546 -0.027
43 H -5.135 -0.368 -1.397
44 H -3.210 -1.473 0.328
45 H -0.164 0.249 -1.889
46 H -0.875 -1.279 -1.294

A single C17H25NO4S molecule, computed with ωB97M-V with the def2-TZVPD basis set.

Results
Lowest unoccupied orbital energy   0.7 eV
Orbital gap   9.96 eV
Calculated total energy   -1416.6786 Eh
Structure (SMILES)   CCCCc1ccc(S(=O)(=O)N2CCC3(CC2)OCCO3)cc1
Energy relative to the best compared isomer or geometry (same formula, charge and spin)   177.0 kJ/mol
Net charge   0

CARTESIAN COORDINATES (ANGSTROEM)
1 C -5.770 0.536 -5.487
2 C -5.575 0.883 -4.016
3 C -4.166 0.541 -3.538
4 C -3.965 0.887 -2.057
5 C -2.572 0.537 -1.626
6 C -1.544 1.467 -1.736
7 C -0.248 1.131 -1.382
8 C 0.017 -0.142 -0.918
9 S 1.676 -0.606 -0.444
10 O 2.019 -1.851 -1.066
11 O 2.550 0.516 -0.663
12 N 1.425 -0.928 1.191
13 C 1.235 0.255 1.999
14 C 2.551 0.953 2.347
15 C 3.517 -0.039 2.995
16 C 3.705 -1.253 2.067
17 C 2.344 -1.882 1.772
18 O 4.743 0.608 3.262
19 C 5.315 -0.008 4.392
20 C 4.127 -0.701 5.095
21 O 3.020 -0.438 4.262
22 C -0.987 -1.084 -0.804
23 C -2.279 -0.742 -1.159
24 H -5.064 1.087 -6.105
25 H -5.611 -0.527 -5.653
26 H -6.778 0.787 -5.809
27 H -5.758 1.950 -3.867
28 H -6.304 0.335 -3.415
29 H -3.435 1.088 -4.136
30 H -3.980 -0.525 -3.685
31 H -4.144 1.954 -1.913
32 H -4.691 0.333 -1.460
33 H -1.761 2.460 -2.100
34 H 0.565 1.835 -1.461
35 H 0.586 0.931 1.439
36 H 0.729 -0.050 2.920
37 H 3.020 1.336 1.442
38 H 2.370 1.775 3.040
39 H 4.161 -0.906 1.139
40 H 4.363 -1.987 2.536
41 H 2.444 -2.698 1.055
42 H 1.896 -2.256 2.698
43 H 5.775 0.771 5.002
44 H 6.083 -0.734 4.094
45 H 4.291 -1.781 5.192
46 H 3.914 -0.279 6.080
47 H -0.737 -2.069 -0.444
48 H -3.072 -1.471 -1.074

C17H26AlBeCl10F2N4O18S2 as an isolated structure, computed with ωB97M-V with the def2-TZVPD basis set.

Results
Lowest unoccupied orbital energy   -9.4 eV
Orbital gap   1.28 eV
Calculated total energy   -8090.6714 Eh
Net charge   +1

CARTESIAN COORDINATES (ANGSTROEM)
1 C 4.192 -0.628 -1.669
2 C 3.684 -1.557 -2.779
3 N 4.362 -2.579 -3.081
4 C 2.377 -1.362 -3.533
5 C 1.179 -1.320 -2.566
6 C -0.048 -0.845 -3.393
7 C -0.964 0.103 -2.580
8 C -1.969 -0.662 -1.640
9 O -2.980 -1.146 -2.024
10 C -0.663 -2.151 -3.917
11 O -1.258 -2.364 -4.917
12 O -0.358 -3.115 -2.997
13 C 0.580 -2.648 -2.070
14 C 1.514 -3.736 -1.551
15 O 1.173 -4.897 -1.706
16 O 2.580 -3.413 -0.934
17 H 3.381 -0.098 -1.180
18 H 4.965 0.052 -2.015
19 H 4.614 -1.286 -0.914
20 H 5.207 -2.606 -2.514
21 H 2.301 -2.140 -4.288
22 H 2.452 -0.407 -4.056
23 H 1.406 -0.663 -1.732
24 H 0.153 -0.273 -4.298
25 H -0.284 0.673 -1.923
26 H -1.533 0.811 -3.193
27 H -1.755 -0.739 -0.541
28 H -0.017 -2.368 -1.188
29 C -0.104 -3.242 3.072
30 C -0.719 -2.029 2.479
31 O -0.428 -1.509 1.442
32 N -1.910 -1.450 3.167
33 C -1.676 -0.056 3.673
34 H 0.879 -3.396 2.635
35 H -0.002 -3.127 4.156
36 H -0.741 -4.104 2.861
37 H -2.249 -2.085 3.913
38 H -2.603 -1.354 2.408
39 H -0.879 -0.085 4.410
40 H -2.600 0.276 4.135
41 H -1.424 0.584 2.834
42 O 2.871 -4.792 1.436
43 H 3.107 -4.422 0.573
44 Al -1.602 2.298 -1.201
45 N 3.514 3.101 2.184
46 S 2.523 3.648 3.372
47 O 1.597 2.682 3.828
48 O 2.096 4.985 3.208
49 F 3.592 3.721 4.502
50 S 2.745 2.820 0.868
51 O 3.582 2.035 -0.050
52 O 2.013 3.873 0.270
53 F 1.641 1.785 1.256
54 C 2.861 -8.440 -2.755
55 Cl 3.889 -9.767 -2.209
56 Cl 2.778 -7.208 -1.487
57 Cl 3.541 -7.726 -4.220
58 Cl 1.238 -9.045 -3.089
59 Cl -1.089 5.916 -1.970
60 C -1.931 6.946 -0.783
61 C -1.498 6.626 0.623
62 Cl -2.057 5.001 1.132
63 H -2.999 6.810 -0.916
64 H -1.689 7.979 -1.025
65 H -1.930 7.345 1.315
66 H -0.416 6.656 0.729
67 O -2.323 -2.730 5.843
68 Cl -1.712 -2.045 6.984
69 O -0.328 -2.434 7.079
70 O -2.405 -2.399 8.178
71 O -1.794 -0.614 6.777
72 Be 5.036 3.249 0.616
73 N -4.901 -1.313 0.269
74 O -5.129 -2.485 0.538
75 O -3.876 -0.752 0.746
76 O -5.652 -0.681 -0.464
77 C -5.105 8.545 -2.839
78 Cl -3.518 9.296 -3.034
79 Cl -5.390 7.357 -4.107
80 Cl -5.255 7.799 -1.242
81 H -5.857 9.319 -2.921